C32H50Br2GeN4O4Sn as an isolated structure, computed with wB97M-V/def2-TZVPD.

Last column: Löwdin spin population.
Atoms and positions in Å:
Sn (-0.261, -0.764, -0.238)  0.003
C (0.929, 2.850, 2.038)  0.000
C (-0.529, 2.621, 2.489)  0.000
C (-1.264, 3.956, 2.540)  0.000
C (-0.568, 1.924, 3.840)  0.000
O (-1.084, 1.783, 1.469)  0.000
Ge (-2.744, 1.175, 1.181)  -0.002
O (-2.730, 1.026, -0.578)  0.000
C (-3.043, 1.955, -1.634)  0.000
C (-1.751, 2.160, -2.432)  0.000
C (-3.514, 3.280, -1.034)  0.000
C (-4.129, 1.369, -2.529)  0.000
O (-2.626, -0.588, 1.466)  0.001
C (-3.082, -1.423, 2.552)  0.000
C (-4.475, -0.980, 2.990)  0.000
C (-2.081, -1.363, 3.699)  0.000
C (-3.160, -2.851, 1.992)  0.000
H (1.452, 3.394, 2.822)  0.000
H (1.415, 1.891, 1.863)  0.000
H (0.951, 3.432, 1.118)  0.000
H (-0.836, 4.589, 3.314)  0.000
H (-1.205, 4.478, 1.585)  0.000
H (-2.321, 3.777, 2.781)  0.000
H (-0.080, 2.529, 4.600)  0.000
H (-1.609, 1.779, 4.145)  0.000
H (-0.071, 0.955, 3.786)  0.000
H (-0.990, 2.634, -1.809)  0.000
H (-1.379, 1.191, -2.774)  0.000
H (-1.947, 2.794, -3.294)  0.000
H (-2.735, 3.691, -0.384)  0.000
H (-3.746, 4.001, -1.814)  0.000
H (-4.418, 3.099, -0.440)  0.000
H (-3.782, 0.450, -3.002)  0.000
H (-5.037, 1.161, -1.962)  0.000
H (-4.369, 2.084, -3.314)  0.000
H (-4.422, 0.041, 3.388)  0.000
H (-5.161, -0.994, 2.141)  0.000
H (-4.866, -1.636, 3.764)  0.000
H (-2.119, -0.388, 4.187)  0.000
H (-2.302, -2.124, 4.444)  0.000
H (-1.072, -1.527, 3.313)  0.000
H (-3.963, -2.938, 1.262)  0.000
H (-2.212, -3.121, 1.521)  0.000
H (-3.353, -3.542, 2.810)  0.000
Br (1.849, -5.262, -2.126)  0.060
C (0.030, -4.885, -2.283)  0.151
C (-0.846, -5.801, -2.826)  -0.006
C (-2.202, -5.513, -2.925)  0.219
Br (-3.334, -6.806, -3.646)  0.111
C (-2.725, -4.249, -2.478)  0.024
C (-4.078, -3.885, -2.547)  0.016
C (-4.469, -2.652, -2.078)  0.009
C (-3.508, -1.805, -1.519)  0.007
N (-2.226, -2.118, -1.456)  0.022
C (-1.835, -3.311, -1.928)  0.051
C (-0.413, -3.602, -1.805)  0.143
O (0.363, -2.766, -1.296)  0.189
H (-0.479, -6.758, -3.171)  -0.003
H (-4.805, -4.571, -2.959)  0.001
H (-5.505, -2.350, -2.128)  0.000
H (-3.787, -0.850, -1.092)  0.000
C (4.291, -2.428, 3.031)  0.000
C (3.761, -0.987, 2.943)  0.000
C (4.835, -0.052, 2.358)  0.000
C (3.327, -0.493, 4.336)  0.000
C (2.600, -0.953, 2.069)  0.000
N (1.674, -0.896, 1.390)  0.000
H (5.160, -2.435, 3.686)  0.000
H (4.596, -2.801, 2.054)  0.000
H (3.543, -3.099, 3.452)  0.000
H (5.696, -0.056, 3.025)  0.000
H (4.470, 0.972, 2.279)  0.000
H (5.163, -0.395, 1.377)  0.000
H (4.189, -0.533, 5.000)  0.000
H (2.548, -1.130, 4.755)  0.000
H (2.973, 0.538, 4.299)  0.000
N (1.450, 0.456, -1.488)  0.002
C (2.257, 0.797, -2.257)  0.000
N (3.145, 1.174, -3.108)  0.000
C (4.440, 0.487, -3.238)  0.000
C (5.570, 1.452, -2.882)  0.000
C (5.473, 2.716, -3.736)  0.000
C (4.108, 3.383, -3.572)  0.000
C (2.992, 2.396, -3.914)  0.000
H (4.550, 0.167, -4.277)  0.000
H (4.447, -0.392, -2.597)  0.000
H (6.522, 0.949, -3.049)  0.000
H (5.505, 1.710, -1.821)  0.000
H (5.640, 2.467, -4.788)  0.000
H (6.260, 3.415, -3.450)  0.000
H (4.020, 4.244, -4.235)  0.000
H (3.981, 3.734, -2.545)  0.000
H (3.065, 2.117, -4.968)  0.000
H (2.009, 2.828, -3.730)  0.000

As for the spin multiplicity: 2. As for the energy above the lowest of the compared OMol25 structures with the same formula, charge and spin: 45.5 kcal/mol. As for the HOMO-LUMO gap (spin up / spin down): 3.88 / 4.63 eV. The HOMO energy (spin up / spin down) is -15.7 / -16.4 eV. As for the charge: +3.

A 5-piece molecular cluster, C32H50F12N2O13S3 overall, computed with wB97M-V/def2-TZVPD.

Last column: Mulliken charge in e.
Atoms and positions in Å:
C (-3.608, -1.528, 1.709)  -0.611
C (-2.503, -1.596, 0.648)  -0.719
N (-1.230, -0.889, 1.041)  0.789
C (-0.073, -1.788, 0.813)  -1.376
C (1.270, -1.237, 1.298)  -0.581
C (-1.141, 0.317, 0.360)  -0.469
S (-0.055, 0.757, -0.767)  -0.215
S (-2.475, 1.460, 0.696)  0.194
C (-2.249, 1.925, 2.435)  0.101
C (-1.008, 2.791, 2.702)  -1.223
C (0.065, 2.023, 3.481)  0.235
C (-0.278, 1.952, 4.960)  -0.025
O (0.094, 3.207, 5.590)  -0.438
S (1.323, 3.014, 6.555)  1.204
O (1.186, 3.850, 7.693)  -0.624
O (2.525, 3.044, 5.783)  -0.555
O (0.977, 1.532, 6.965)  -0.511
C (0.394, 0.822, 5.824)  0.706
C (1.461, -0.051, 5.184)  -0.500
C (1.511, -1.511, 5.690)  -1.204
C (0.139, -2.157, 5.857)  -0.883
C (-0.534, -2.386, 4.509)  0.509
N (-1.798, -3.110, 4.619)  -0.193
C (-2.882, -2.333, 5.000)  0.588
C (-4.078, -3.099, 5.496)  -1.265
O (-2.883, -1.127, 4.898)  -0.577
H (-4.504, -1.062, 1.297)  0.223
H (-3.279, -0.977, 2.585)  -0.187
H (-3.902, -2.538, 2.011)  0.383
H (-2.850, -1.183, -0.301)  0.392
H (-2.229, -2.633, 0.450)  0.552
H (-0.023, -2.061, -0.247)  0.602
H (-0.310, -2.693, 1.377)  0.572
H (1.193, -0.220, 1.673)  0.018
H (1.728, -1.896, 2.038)  0.254
H (1.964, -1.188, 0.461)  0.296
H (-3.168, 2.468, 2.667)  0.533
H (-2.260, 1.020, 3.050)  -0.607
H (-1.308, 3.654, 3.307)  0.388
H (-0.610, 3.196, 1.771)  0.486
H (0.127, 1.018, 3.062)  -0.490
H (1.045, 2.498, 3.389)  0.566
H (-1.355, 1.876, 5.117)  0.255
H (-0.412, 0.266, 6.291)  0.132
H (2.423, 0.425, 5.388)  0.589
H (1.364, -0.071, 4.102)  -0.108
H (2.054, -2.079, 4.925)  0.399
H (2.110, -1.595, 6.599)  0.323
H (-0.515, -1.573, 6.506)  0.363
H (0.271, -3.128, 6.352)  0.542
H (-0.733, -1.437, 4.008)  -0.456
H (0.148, -2.952, 3.867)  0.198
H (-1.715, -3.897, 5.253)  0.393
H (-4.669, -3.442, 4.645)  0.249
H (-4.702, -2.431, 6.088)  0.334
H (-3.791, -3.959, 6.101)  0.416
C (7.889, -1.814, -1.711)  -1.011
C (7.658, -3.218, -1.201)  -0.213
O (6.522, -3.271, -0.307)  -0.321
C (5.332, -3.308, -0.881)  0.223
O (5.080, -3.315, -2.048)  -0.536
C (4.238, -3.386, 0.208)  1.115
F (4.454, -2.497, 1.184)  -0.265
F (4.219, -4.609, 0.758)  -0.289
F (3.041, -3.149, -0.323)  -0.229
H (8.003, -1.119, -0.880)  0.327
H (8.790, -1.784, -2.323)  0.382
H (7.051, -1.480, -2.319)  0.223
H (8.498, -3.562, -0.602)  0.304
H (7.509, -3.924, -2.017)  0.330
C (-6.186, 5.209, -3.584)  -0.888
C (-6.132, 5.137, -2.075)  -0.269
O (-6.586, 3.853, -1.587)  -0.310
C (-5.705, 2.871, -1.658)  0.196
O (-4.586, 2.929, -2.070)  -0.443
C (-6.312, 1.576, -1.072)  0.977
F (-7.547, 1.363, -1.537)  -0.270
F (-6.377, 1.672, 0.264)  -0.264
F (-5.557, 0.527, -1.382)  -0.216
H (-7.192, 4.984, -3.939)  0.342
H (-5.913, 6.210, -3.916)  0.385
H (-5.498, 4.497, -4.037)  0.090
H (-6.808, 5.858, -1.621)  0.329
H (-5.127, 5.327, -1.699)  0.307
C (-0.237, 3.586, -3.565)  -1.150
C (-1.649, 3.044, -3.553)  0.031
O (-2.514, 3.780, -4.453)  -0.165
C (-2.444, 3.460, -5.730)  0.348
O (-1.753, 2.631, -6.245)  -0.536
C (-3.463, 4.309, -6.524)  0.860
F (-3.404, 5.599, -6.174)  -0.249
F (-4.708, 3.869, -6.278)  -0.247
F (-3.235, 4.215, -7.829)  -0.250
H (-0.237, 4.652, -3.335)  0.339
H (0.356, 3.065, -2.814)  0.235
H (0.236, 3.453, -4.537)  0.357
H (-2.102, 3.167, -2.572)  0.115
H (-1.683, 1.985, -3.805)  0.354
C (3.247, -4.152, -6.825)  -1.066
C (4.426, -3.732, -7.673)  -0.213
O (4.934, -2.442, -7.265)  -0.340
C (5.720, -2.441, -6.201)  0.387
O (6.068, -3.380, -5.551)  -0.505
C (6.194, -1.001, -5.908)  0.846
F (5.184, -0.128, -5.967)  -0.260
F (7.118, -0.634, -6.806)  -0.264
F (6.734, -0.940, -4.694)  -0.203
H (2.468, -3.390, -6.852)  0.302
H (2.835, -5.087, -7.203)  0.366
H (3.543, -4.298, -5.787)  0.299
H (4.134, -3.596, -8.712)  0.318
H (5.232, -4.463, -7.637)  0.314

As for the HOMO-LUMO gap: 8.29 eV. Its SMILES is CCN(CC)C(=S)SCCC[C@@H]1OS(=O)(=O)O[C@@H]1CCCCNC(C)=O.CCOC(=O)C(F)(F)F.CCOC(=O)C(F)(F)F.CCOC(=O)C(F)(F)F.CCOC(=O)C(F)(F)F. The HOMO energy is -8.3 eV. As for the charge: 0.